Molecular formula: C23H19N6O4RuS2
Method: DFT, ωB97M-V/def2-TZVPD

CARTESIAN COORDINATES (ANGSTROEM)
Ru1 -0.03 0.37 -0.14
N1 1.37 3.09 2.90
C1 0.96 2.07 2.13
S1 0.33 2.51 0.54
N2 1.06 0.86 2.60
N3 0.61 -0.09 1.72
C2 0.50 -1.29 2.12
C3 0.06 -2.26 1.13
C4 -0.05 -3.62 1.40
C5 -0.41 -4.47 0.37
C6 -0.66 -3.96 -0.88
C7 -0.57 -2.59 -1.08
N4 -0.21 -1.76 -0.09
H1 1.22 4.04 2.62
H2 1.62 2.90 3.86
H3 0.76 -1.57 3.13
H4 0.17 -3.98 2.39
H5 -0.49 -5.54 0.56
H6 -0.94 -4.59 -1.71
H7 -0.80 -2.13 -2.03
O1 3.22 -1.62 -2.08
S2 2.98 -0.81 -0.93
O2 2.70 -1.42 0.33
N5 1.60 0.17 -1.29
C8 1.57 0.77 -2.51
C9 2.62 0.84 -3.45
C10 2.44 1.52 -4.64
C11 1.24 2.13 -4.96
C12 0.15 2.06 -4.06
C13 -1.11 2.64 -4.31
C14 -2.11 2.52 -3.38
C15 -1.85 1.81 -2.20
N6 -0.68 1.24 -1.95
C16 0.31 1.38 -2.85
C17 4.26 0.37 -0.73
C18 4.11 1.35 0.24
C19 5.14 2.25 0.43
C20 6.30 2.16 -0.33
C21 6.44 1.15 -1.28
C22 5.41 0.25 -1.49
H8 3.57 0.37 -3.26
H9 3.27 1.57 -5.34
H10 1.12 2.66 -5.89
H11 -1.28 3.18 -5.24
H12 -3.08 2.96 -3.53
H13 -2.61 1.71 -1.44
H14 3.22 1.40 0.85
H15 5.05 3.03 1.18
H16 7.11 2.86 -0.17
H17 7.35 1.07 -1.85
H18 5.50 -0.54 -2.22
O3 -1.88 0.37 0.84
C23 -2.83 -0.21 0.17
O4 -2.75 -0.65 -0.97
H19 -3.79 -0.28 0.71

- Total charge: +1
- HOMO energy (alpha / beta): -10.94 / -10.96 eV
- LUMO (alpha / beta): -0.2084 / -0.2080 hartree
- Electronic energy: -2408.4717 a.u.
- Gap between HOMO and LUMO (alpha / beta): 5.27 / 5.30 eV

---

Molecular formula: C23H19N6O4SSc
Method: DFT, ωB97M-V/def2-TZVPD

CARTESIAN COORDINATES (ANGSTROEM)
Sc1 0.33 -0.10 -0.17
N1 -0.43 -2.65 3.27
C1 -0.15 -1.95 4.49
C2 -0.77 -2.32 5.66
C3 -0.51 -1.59 6.82
C4 0.33 -0.49 6.78
C5 0.93 -0.11 5.59
C6 0.70 -0.86 4.44
S1 1.53 -0.55 2.92
N2 0.26 -0.97 1.82
C7 -0.45 -2.02 2.09
C8 -1.31 -2.53 0.98
C9 -2.25 -3.53 1.15
C10 -2.98 -3.96 0.04
C11 -2.77 -3.35 -1.18
C12 -1.83 -2.33 -1.26
N3 -1.11 -1.93 -0.21
H1 -0.94 -3.51 3.37
H2 -1.45 -3.16 5.69
H3 -0.98 -1.89 7.75
H4 0.53 0.07 7.68
H5 1.58 0.75 5.55
H6 -2.43 -3.98 2.11
H7 -3.72 -4.74 0.15
H8 -3.31 -3.65 -2.06
H9 -1.64 -1.82 -2.19
O1 0.23 1.83 0.47
C13 1.18 2.62 0.74
C14 2.56 2.34 0.59
C15 3.46 3.37 0.93
C16 4.80 3.15 0.79
C17 5.30 1.94 0.30
C18 4.43 0.92 -0.04
C19 3.06 1.10 0.10
O2 2.23 0.12 -0.22
N4 5.75 4.23 1.15
O3 5.27 5.26 1.56
O4 6.92 3.99 1.00
H10 0.90 3.60 1.13
H11 3.11 4.32 1.31
H12 6.37 1.82 0.20
H13 4.80 -0.02 -0.41
C20 -1.75 2.45 -4.81
N5 -1.04 1.45 -4.00
C21 -0.21 0.47 -4.47
C22 0.28 -0.18 -3.39
N6 -0.26 0.38 -2.25
C23 -1.05 1.37 -2.67
H14 -1.90 2.05 -5.80
H15 -1.16 3.36 -4.87
H16 -2.71 2.66 -4.36
H17 -0.02 0.34 -5.53
H18 0.97 -1.01 -3.35
H19 -1.63 2.03 -2.04

- Total charge: +2
- HOMO energy: -13.61 eV
- LUMO: -0.2492 hartree
- Electronic energy: -2675.8703 a.u.
- Gap between HOMO and LUMO: 6.83 eV

---

Molecular formula: C23H20AlN3O2PS4
Method: DFT, ωB97M-V/def2-TZVPD

CARTESIAN COORDINATES (ANGSTROEM)
Al1 9.79 11.80 9.96
C1 13.09 5.79 10.60
C2 13.30 7.32 10.54
O1 12.08 7.87 10.09
P1 11.76 8.96 8.89
S1 10.17 8.46 7.86
S2 11.90 10.79 9.69
O2 13.16 8.87 8.04
C3 13.19 9.60 6.76
C4 14.28 10.62 6.83
H1 13.90 5.30 11.10
H2 12.92 5.39 9.59
H3 12.16 5.59 11.16
H4 14.18 7.58 9.94
H5 13.50 7.70 11.58
H6 12.17 10.03 6.52
H7 13.39 8.86 5.99
H8 14.14 11.29 7.71
H9 14.27 11.18 5.88
H10 15.23 10.09 6.93
C5 8.94 15.90 10.76
C6 8.73 15.89 12.16
C7 8.97 14.71 12.83
C8 9.35 13.56 12.15
C9 9.50 13.55 10.76
C10 9.29 14.72 10.11
C11 9.49 12.23 12.82
C12 9.76 12.02 14.22
C13 9.75 10.73 14.73
C14 9.48 9.59 13.90
C15 9.31 8.27 14.36
C16 9.08 7.22 13.48
C17 9.01 7.47 12.11
C18 9.11 8.76 11.59
C19 9.38 9.86 12.45
N1 9.52 11.17 11.97
H11 8.89 16.81 10.15
H12 8.31 16.78 12.67
H13 8.87 14.65 13.91
H14 9.44 14.76 9.05
H15 9.99 12.88 14.83
H16 9.93 10.59 15.81
H17 9.35 8.05 15.44
H18 8.92 6.24 13.86
H19 8.84 6.66 11.45
H20 8.97 8.93 10.50
S3 7.61 11.27 9.19
C20 8.07 12.18 7.83
S4 9.71 12.47 7.62
C21 7.16 12.71 6.91
C22 7.58 13.47 5.80
N2 7.87 14.18 4.93
C23 5.77 12.55 7.02
N3 4.61 12.48 7.12

- Total charge: -2
- HOMO energy (alpha / beta): 0.21 / -2.44 eV
- Multiplicity: 2
- LUMO (alpha / beta): 0.1627 / 0.1625 hartree
- Electronic energy: -3380.0123 a.u.
- Gap between HOMO and LUMO (alpha / beta): 4.22 / 6.86 eV
- <S²>: 0.777

---

Summary of ΔE to the lowest compared entry with this formula, charge and spin in kJ/mol
74.7; 2.7; 0.0
(order as listed above)